Molecular formula: C16H15BCl3MoN10O6
Method: DFT, ωB97M-V with the def2-TZVPD basis set

```
52
C16H15BCl3MoN10O6 (ωB97M-V with the def2-TZVPD basis set)
Mo 0.1793 -0.0223 0.2121
C 1.3805 -0.9448 -3.8450
C 0.4352 -0.8486 -2.8340
N 0.9908 -0.3247 -1.7361
N 2.2813 -0.0649 -2.0261
C 2.5382 -0.4360 -3.2911
B 3.1630 0.7110 -1.0098
N 3.2676 -0.1431 0.2781
C 4.2993 -0.6362 0.9936
C 3.7996 -1.3647 2.0548
C 2.4244 -1.2645 1.9352
N 2.1072 -0.5311 0.8653
N 2.3500 1.9830 -0.7005
C 2.6657 3.2915 -0.7005
C 1.5079 4.0231 -0.5359
C 0.4986 3.0710 -0.4313
N 1.0163 1.8460 -0.5208
N 4.5169 1.0416 -1.6616
C 4.7601 1.9224 -2.6281
C 6.1243 1.7859 -3.0204
C 6.6255 0.7455 -2.2224
N 5.6507 0.2813 -1.4710
H 1.2464 -1.3275 -4.8408
H -0.6085 -1.1096 -2.8702
H 3.5193 -0.3348 -3.7228
H 5.3118 -0.4507 0.7060
H 4.3598 -1.9029 2.7977
H 1.6588 -1.6771 2.5696
H 3.6846 3.6319 -0.7837
H 1.4087 5.0931 -0.5007
H -0.5612 3.2090 -0.3086
H 4.0010 2.5958 -2.9992
H 6.6452 2.3225 -3.7982
H 7.6091 0.3060 -2.2243
C -4.0126 -0.2841 -0.3357
C -2.6695 -0.9223 -0.4970
O -1.6664 -0.1479 -0.7760
H -4.1019 0.5786 -0.9922
H -4.0969 0.0671 0.6960
H -4.7987 -1.0103 -0.5199
Cl -3.6508 -2.6992 3.2502
C -2.0234 -2.1971 3.7296
Cl -1.0679 -3.6069 4.2378
Cl -2.0854 -0.9577 5.0035
C -1.3364 -1.5871 2.6101
N -0.7539 -1.1045 1.7574
O -2.5977 -2.1550 -0.3252
N -0.4761 -2.8407 -0.8777
O -0.4604 -3.9955 -0.9999
O 0.3205 -2.1653 -0.1854
O -0.8433 1.3213 1.1896
O 0.3574 1.1495 1.7670
```

Output
Gap between HOMO and LUMO (spin up / spin down), Ha: 0.315 / 0.147
E_HOMO (spin up / spin down), eV: -14.9 / -14.7
2S+1: 4
Charge: +2

Molecular formula: C3H9NO2
Method: DFT, ωB97M-V with the def2-TZVPD basis set

```
15
C3H9NO2 (ωB97M-V with the def2-TZVPD basis set)
C 0.0767 2.0652 0.3389
N -1.3490 2.0819 0.5434
H -1.8070 -1.6065 -0.9219
H -1.6961 1.1875 0.7723
H -1.6665 2.6686 1.3804
H 0.7760 2.3469 1.1086
H 0.2232 2.8822 -0.3258
H 0.2747 1.1461 -0.2201
C 1.3250 -2.0032 -0.6140
C 0.1371 -1.4343 0.0374
O -0.0510 -0.6559 0.8831
O -1.0039 -2.0882 -0.5012
H 2.2901 -1.9959 -0.0425
H 1.4994 -1.5019 -1.5731
H 0.9712 -3.0924 -0.8655
```

Output
Gap between HOMO and LUMO, Ha: 0.350
E_HOMO, eV: -8.8
SMILES string: CC(=O)O.CN

Molecular formula: C21H21NO4
Method: DFT, ωB97M-V with the def2-TZVPD basis set

```
47
C21H21NO4 (ωB97M-V with the def2-TZVPD basis set)
C 5.0563 3.5729 -3.8162
C 5.7894 2.3762 -3.2161
O 5.0431 1.7282 -2.2070
C 3.9914 0.9298 -2.5493
C 3.2411 0.4358 -1.4846
C 2.1622 -0.4007 -1.6931
C 1.8054 -0.7649 -2.9859
C 2.5539 -0.2758 -4.0510
C 3.6332 0.5607 -3.8426
H 4.1850 0.9106 -4.7004
H 2.2729 -0.5652 -5.0512
O 0.7620 -1.5919 -3.3204
C -0.0629 -2.0823 -2.2939
C -0.8381 -1.0022 -1.6036
C -1.3323 0.1853 -2.0647
C -1.9786 0.7894 -0.9689
C -1.8324 -0.0661 0.0958
O -1.1307 -1.1608 -0.2993
C -2.4017 0.1509 1.4375
O -3.1864 1.0727 1.5922
N -2.0457 -0.6842 2.4567
C -2.6618 -0.5264 3.7245
C -3.1901 -1.6368 4.3752
C -3.7777 -1.4970 5.6190
C -3.8493 -0.2523 6.2208
C -3.3274 0.8534 5.5718
C -2.7306 0.7220 4.3310
H -2.3260 1.5838 3.8266
H -3.3790 1.8268 6.0362
H -4.3124 -0.1455 7.1903
H -4.1879 -2.3643 6.1154
H -3.1548 -2.6077 3.9035
C -1.1133 -1.7810 2.3125
H -0.8636 -2.1559 3.3035
H -1.5290 -2.5967 1.7159
H -0.1953 -1.4350 1.8366
H -2.4902 1.7287 -0.9448
H -1.2377 0.5696 -3.0591
H -0.7475 -2.7733 -2.8005
H 0.5122 -2.6515 -1.5492
H 1.6118 -0.7556 -0.8367
H 3.5241 0.7222 -0.4841
H 6.6947 2.7157 -2.7047
H 6.0837 1.6658 -3.9988
H 4.1350 3.2604 -4.3017
H 5.6928 4.0642 -4.5471
H 4.8061 4.2818 -3.0311
```

Output
Gap between HOMO and LUMO, Ha: 0.318
E_HOMO, eV: -8.0
SMILES string: CCOc1ccc(OCc2ccc(C(=O)N(C)c3ccccc3)o2)cc1

Molecular formula: C28H28F5FeN4S2
Method: DFT, ωB97M-V with the def2-TZVPD basis set

```
68
C28H28F5FeN4S2 (ωB97M-V with the def2-TZVPD basis set)
Fe -0.1870 -0.3811 -0.2745
C 6.5931 -0.4731 1.1004
C 6.1600 0.1423 -0.2390
C 6.8187 -0.6283 -1.3939
C 6.6219 1.6005 -0.2724
C 4.6496 0.0314 -0.4126
C 3.8726 1.0697 -0.9180
C 2.5059 0.9171 -1.0273
N 1.8704 -0.2050 -0.6733
C 2.6096 -1.2259 -0.2105
C 3.9770 -1.1430 -0.0737
C 1.8321 -2.4273 0.2031
C 2.3169 -3.7175 0.1049
C 1.5059 -4.7916 0.4566
C 0.2262 -4.4826 0.9219
C -0.1822 -3.1718 1.0013
N 0.6025 -2.1474 0.6392
C 1.9543 -6.2423 0.2879
C 3.4718 -6.3479 0.1236
C 1.5351 -7.0735 1.5074
C 1.2639 -6.7949 -0.9714
H 7.6680 -0.3355 1.2268
H 6.3991 -1.5459 1.1516
H 6.0900 0.0064 1.9432
H 7.9059 -0.5664 -1.3063
H 6.5312 -0.2115 -2.3612
H 6.5389 -1.6844 -1.3791
H 7.6867 1.6448 -0.0379
H 6.0926 2.2103 0.4635
H 6.4907 2.0517 -1.2581
H 4.3120 2.0100 -1.2174
H 1.8912 1.7222 -1.4102
H 4.5139 -1.9924 0.3260
H 3.3183 -3.8755 -0.2694
H -0.4694 -5.2613 1.2049
H -1.1625 -2.9105 1.3810
H 4.0028 -5.8685 0.9501
H 3.8174 -5.9085 -0.8144
H 3.7610 -7.3997 0.1113
H 1.9375 -6.6574 2.4342
H 1.9191 -8.0889 1.3970
H 0.4509 -7.1463 1.6092
H 1.6784 -6.3488 -1.8782
H 0.1905 -6.5926 -0.9597
H 1.4069 -7.8767 -1.0263
F -0.2436 6.2147 0.5596
C -0.6286 4.9453 0.6371
C 0.2686 3.9626 1.0032
F 1.5347 4.2819 1.2744
C -0.1556 2.6499 1.0725
F 0.7680 1.7290 1.4240
C -1.4452 2.2518 0.7682
S -1.9978 0.5616 0.8624
C -2.3145 3.2677 0.4002
F -3.5832 2.9833 0.0740
C -1.9288 4.5927 0.3396
F -2.8035 5.5314 -0.0168
S -1.3924 -1.2909 -2.1625
C -2.8045 -1.8755 -1.3862
N -3.7748 -0.9598 -1.1403
C -4.9405 -1.2400 -0.5386
C -5.1859 -2.5278 -0.1725
C -4.1791 -3.4497 -0.4589
N -3.0180 -3.1490 -1.0294
H -3.5495 -0.0036 -1.3981
H -5.6183 -0.4134 -0.3798
H -6.1046 -2.8090 0.3182
H -4.3227 -4.4961 -0.2092
```

Output
Gap between HOMO and LUMO (spin up / spin down), Ha: 0.268 / 0.273
E_HOMO (spin up / spin down), eV: -10.6 / -10.8
2S+1: 5
Charge: +1

ΔE to the lowest compared entry with this formula, charge and spin readings, ordered: 0.7679; 2.1509; 2.2202; 0.1191 eV